Entry 1:
Density functional theory data (ωB97M-V/def2-TZVPD) for 2 unconnected molecules or ions with the total composition C34H68ClN2O7SSi.

XYZ file:
```
114
C34H68ClN2O7SSi, DFT ωB97M-V/def2-TZVPD
C -2.1611 -7.4515 0.3751
C -2.3040 -6.9316 -1.1754
O -1.7082 -5.6106 -1.4431
C -0.9000 -5.6514 -2.7072
C -0.3806 -4.1274 -3.1377
O -1.3326 -3.4081 -4.0045
C -0.6773 -2.2257 -4.6474
C -0.6502 -0.9679 -3.5446
O -1.6456 0.0713 -3.8312
C -1.3345 1.3600 -3.2100
C -2.0806 1.6742 -1.7815
C -3.2775 0.5971 -1.5136
C -4.5131 0.5620 -2.5664
C -5.5708 -0.6055 -2.0011
C -5.9864 -1.7095 -3.1362
C -5.4050 -3.2091 -2.7384
O -6.0813 -3.6306 -1.4771
C -4.9521 -3.9439 -0.5714
C -2.8305 3.1667 -1.8753
O -2.5976 3.8716 -0.5693
C -1.9930 3.0155 0.5058
S -1.0926 4.3201 1.5170
N -3.0594 2.4414 1.3850
C -4.4573 2.9077 1.0688
C -2.8740 2.6954 2.8596
C -3.7634 3.8397 3.6988
O -2.0371 1.9851 3.6678
C -1.0852 1.9995 -0.4690
C 0.3745 2.6825 -0.7688
C 0.4139 4.0485 -1.6445
O 0.0155 4.2438 -2.9026
Cl 1.2029 5.5754 -0.8500
Si -0.4804 0.4394 0.5653
C -1.8725 -0.6649 1.2625
C 0.6968 -0.7279 -0.4384
C 0.5844 0.9681 2.1312
H -1.8086 -6.6241 1.1338
H -1.4061 -8.3682 0.4961
H -3.2056 -7.8504 0.7695
H -3.4462 -6.9196 -1.4318
H -1.7359 -7.7259 -1.8520
H -1.4570 -6.2057 -3.5800
H 0.0976 -6.2322 -2.4039
H 0.7305 -4.1172 -3.5342
H -0.3521 -3.5211 -2.1096
H -1.3426 -1.9600 -5.5840
H 0.3937 -2.5385 -5.0012
H -0.9937 -1.4779 -2.5209
H 0.4594 -0.5961 -3.5280
H -0.1687 1.4648 -3.1992
H -1.7217 2.1959 -3.9695
H -2.7680 -0.4829 -1.5430
H -3.7612 0.6587 -0.4236
H -4.2463 0.2223 -3.6618
H -5.1574 1.5311 -2.6577
H -5.1586 -1.0836 -0.9888
H -6.5718 -0.0445 -1.6727
H -7.1758 -1.8039 -3.1806
H -5.5969 -1.4345 -4.2066
H -4.2258 -3.1057 -2.5871
H -5.6368 -4.0107 -3.5856
H -4.2562 -3.0287 -0.3388
H -4.3649 -4.8360 -1.0782
H -5.4448 -4.2832 0.4530
H -3.9974 3.2066 -1.9155
H -2.5541 3.8463 -2.8172
H -1.8297 5.5395 1.3939
H -4.6187 4.0656 1.0609
H -5.1800 2.3335 1.8263
H -4.8033 2.5264 -0.0088
H -4.8441 3.3689 3.8653
H -3.8264 4.8650 3.0960
H -3.2938 4.0582 4.7528
H 0.9926 1.8732 -1.3927
H 1.0313 2.8836 0.1925
H -2.9228 -0.1806 1.4007
H -1.4993 -1.0954 2.3022
H -1.9594 -1.6172 0.5478
H 1.6720 -1.0218 0.1825
H 1.0697 -0.2968 -1.4570
H 0.1537 -1.7458 -0.6752
H 0.6273 2.1278 2.2795
H 0.2187 0.3772 3.0889
H 1.7149 0.6217 1.9650
C 7.4444 1.9553 5.2653
C 8.0549 0.9101 4.3438
C 8.3902 1.4304 2.9464
C 7.2935 2.1206 2.1254
N 6.1434 1.2360 1.5938
C 5.1060 0.8484 2.6518
C 4.1979 2.0532 2.7434
C 4.0138 2.4517 1.2978
C 5.3089 2.0853 0.5859
C 6.6828 -0.0021 0.8948
H 6.5245 2.3796 4.8603
H 7.1994 1.5039 6.2328
H 8.1482 2.7748 5.4444
H 7.4103 0.0291 4.2806
H 8.9841 0.5536 4.8062
H 8.8432 0.6179 2.3673
H 9.1957 2.1685 3.0685
H 7.7799 2.5344 1.2321
H 6.8478 2.9609 2.6671
H 4.5554 -0.0229 2.2750
H 5.5810 0.5889 3.5914
H 4.6713 2.8626 3.3097
H 3.2497 1.8164 3.2341
H 3.7767 3.5137 1.1953
H 3.1807 1.8896 0.8561
H 5.8872 2.9687 0.2964
H 5.1109 1.4803 -0.3048
H 7.1424 -0.6538 1.6431
H 7.4113 0.3159 0.1444
H 5.8504 -0.5285 0.4181
```

Calculated values
- charge = +1
- HOMO level (eV) = -10.8
- frontier orbital gap (Ha) = 0.30710

Löwdin population analysis, charges in e, atoms 1 to 6: number 1, C, carries -0.11; number 2, C, carries -0.26; number 3, O, carries -0.24; number 4, C, carries -0.14; number 5, C, carries -0.17; number 6, O, carries -0.23

Entry 2:
Density functional theory data (ωB97M-V/def2-TZVPD) for 6 unconnected molecules or ions with the total composition C34H68NO8P.

XYZ file:
```
112
C34H68NO8P, DFT ωB97M-V/def2-TZVPD
C 2.9928 -1.1017 2.6865
C 3.8856 0.0371 2.1685
O 3.1302 1.2343 2.1033
C 3.0175 1.7734 0.7966
C 1.9156 1.1029 -0.0167
C 1.4205 1.9966 -1.1739
C 0.8082 1.1974 -2.3216
C -0.6750 0.8091 -2.1148
C -0.8374 -0.4676 -1.3107
C -0.2242 -1.6196 -1.8154
C -0.3659 -2.8121 -1.1414
C -1.1116 -2.9024 0.0252
C -1.7287 -1.7710 0.5193
C -1.6037 -0.5308 -0.1192
P -2.5280 0.8235 0.7154
C -4.1448 1.0813 -0.1477
C -5.3130 0.7628 0.8229
C -1.6051 2.4241 0.7236
C -2.1564 3.3146 1.8584
C -1.1094 -4.3182 0.5171
O -1.7025 -4.8027 1.4263
N -0.2226 -5.0528 -0.3690
C 0.1497 -4.1877 -1.4700
O 0.7195 -4.5696 -2.4435
H 2.2122 -1.2612 1.9410
H 3.5616 -1.9978 2.9063
H 2.5427 -0.7556 3.6172
H 4.7219 0.1617 2.8651
H 4.3050 -0.2417 1.1963
H 2.8246 2.8454 0.9011
H 3.9900 1.6784 0.2985
H 1.0842 0.8018 0.6217
H 2.3364 0.2068 -0.4847
H 0.7079 2.7471 -0.8293
H 2.2975 2.5457 -1.5374
H 1.4181 0.3218 -2.5483
H 0.8585 1.8151 -3.2201
H -1.2733 1.6305 -1.7315
H -1.0628 0.5897 -3.1160
H 0.3493 -1.5872 -2.7332
H -2.3315 -1.8421 1.4184
H -4.2572 0.4220 -1.0067
H -4.2314 2.1192 -0.4713
H -6.1337 0.2789 0.2893
H -4.9941 0.1188 1.6411
H -5.7254 1.6694 1.2712
H -0.5334 2.2787 0.8045
H -1.8177 2.9584 -0.2099
H -1.4021 4.0389 2.1668
H -3.0371 3.8525 1.5083
H -2.4318 2.7220 2.7315
H 0.6364 -5.1420 0.1823
C -5.9532 1.7763 -4.4670
C -5.0528 2.7655 -3.7465
C -4.7251 3.9696 -4.6166
O -3.8510 2.1166 -3.3311
H -5.4624 1.3904 -5.3657
H -6.1732 0.9260 -3.8218
H -6.8959 2.2402 -4.7605
H -5.5440 3.0998 -2.8311
H -4.1914 3.6551 -5.5178
H -4.0779 4.6653 -4.0809
H -5.6303 4.4980 -4.9189
H -3.3883 1.8080 -4.1170
C -9.4520 -0.4029 -0.1657
C -9.2917 0.5824 -1.3134
C -10.6162 0.8393 -2.0159
O -8.3265 0.0974 -2.2469
H -9.8079 -1.3677 -0.5376
H -8.4944 -0.5767 0.3263
H -10.1629 -0.0359 0.5759
H -8.8928 1.5236 -0.9321
H -11.0074 -0.0878 -2.4440
H -10.4836 1.5462 -2.8356
H -11.3598 1.2409 -1.3261
H -8.6518 -0.7368 -2.6010
C 4.3187 -2.4329 6.8719
C 3.4165 -3.3774 6.0898
C 3.4491 -4.7825 6.6728
O 3.8074 -3.4023 4.7210
H 5.3560 -2.7740 6.8258
H 4.2849 -1.4307 6.4416
H 4.0180 -2.3731 7.9196
H 2.3923 -3.0004 6.1056
H 4.4623 -5.1910 6.6234
H 2.8003 -5.4476 6.1018
H 3.1246 -4.7891 7.7149
H 4.7151 -3.7307 4.6771
C 4.2211 0.9297 -5.4189
C 3.4374 2.2034 -5.6975
C 4.3302 3.2932 -6.2705
O 2.8072 2.6617 -4.5010
H 5.0069 1.1184 -4.6820
H 3.5669 0.1599 -5.0079
H 4.6859 0.5430 -6.3268
H 2.6297 1.9882 -6.3982
H 5.1196 3.5531 -5.5597
H 3.7535 4.1984 -6.4623
H 4.7978 2.9736 -7.2028
H 3.4989 2.8604 -3.8611
C 7.8120 -1.3194 3.0432
C 7.5612 -1.9343 4.4108
C 8.8554 -2.4026 5.0572
O 6.6475 -3.0276 4.2947
H 8.2595 -2.0558 2.3695
H 6.8750 -0.9923 2.5925
H 8.4835 -0.4627 3.1127
H 7.0732 -1.2038 5.0573
H 9.3337 -3.1707 4.4430
H 8.6578 -2.8435 6.0349
H 9.5558 -1.5762 5.1829
H 7.0517 -3.6911 3.7243
```

Calculated values
- charge = 0
- HOMO level (eV) = -7.7
- SMILES string = CCOCCCCCc1cc2c(cc1P(CC)CC)C(=O)NC2=O.CC(C)O.CC(C)O.CC(C)O.CC(C)O.CC(C)O
- frontier orbital gap (Ha) = 0.28303

Löwdin population analysis, charges in e, atoms 1 to 6: number 1, C, carries -0.06; number 2, C, carries -0.28; number 3, O, carries -0.15; number 4, C, carries -0.23; number 5, C, carries -0.17; number 6, C, carries -0.19

Entry 3:
Density functional theory data (ωB97M-V/def2-TZVPD) for a molecular structure, C34H68O53S11.

XYZ file:
```
166
C34H68O53S11, DFT ωB97M-V/def2-TZVPD
C -4.2972 4.4169 0.9687
C -3.1590 4.8174 -0.0627
O -3.7701 5.7122 -0.9656
C -3.9330 5.1888 -2.1964
O -3.5511 4.1068 -2.5917
O -4.5817 6.0968 -2.9547
C -4.6762 5.6240 -4.3639
H -4.0287 3.5328 1.5287
H -5.2128 4.3192 0.4215
H -4.5108 5.2434 1.6117
H -2.8245 3.9510 -0.5733
H -2.3250 5.3683 0.4023
H -3.6805 5.7615 -4.7894
H -5.2895 6.3235 -4.9683
H -5.2919 4.7008 -4.3946
C 4.9613 5.7070 1.0379
C 4.1331 4.8741 2.0733
O 4.3389 3.4567 1.8435
C 3.3652 2.8643 1.0299
O 2.3325 3.4001 0.6708
O 3.5186 1.5771 0.7139
C 4.6399 0.8854 1.3425
H 5.9902 5.5447 1.1467
H 4.7858 6.7984 1.1734
H 4.7508 5.4139 0.0169
H 3.0899 5.0142 1.9675
H 4.4740 5.0772 3.1099
H 4.3869 -0.1471 1.1423
H 4.6109 1.0983 2.4201
H 5.5846 1.0773 0.8964
C 1.0428 3.4322 4.4178
C -0.5132 3.3568 4.5938
O -0.7294 1.9760 4.8934
C -1.9540 1.4465 4.7859
O -2.2120 0.3257 5.2111
O -2.8434 2.2552 4.2476
C -4.2535 1.9698 4.4305
H 1.3531 4.4392 4.0834
H 1.3123 2.6510 3.6272
H 1.4909 3.3446 5.3950
H -1.0032 3.6181 3.6457
H -0.8056 3.9886 5.4227
H -4.6112 1.4515 3.5552
H -4.6745 2.9640 4.5422
H -4.4946 1.3906 5.3174
C -4.2657 -4.0947 3.2072
C -5.4968 -4.5985 2.3907
O -4.9104 -5.6018 1.4843
S -3.5852 -4.9447 0.9497
O -3.9798 -4.0855 -0.1282
O -2.5698 -5.8635 0.6972
O -3.2193 -4.0995 2.2200
H -4.0177 -4.8238 3.9313
H -4.3055 -3.0762 3.6101
H -6.0119 -3.8396 1.7539
H -6.1953 -5.0944 3.0301
C -5.5763 -1.0389 -0.8299
C -5.0432 0.4587 -0.7695
O -4.6243 0.5428 0.6466
S -5.5190 -0.2756 1.5312
O -6.5902 0.5532 1.9930
O -4.7590 -1.0486 2.4414
O -6.1458 -1.1874 0.4423
H -4.7310 -1.7141 -0.9442
H -6.3518 -1.2873 -1.5286
H -5.8363 1.1337 -1.0433
H -4.1618 0.6827 -1.3027
C -0.8572 3.7870 -2.2761
C 0.5272 3.3736 -2.8339
O 0.6718 4.2580 -3.9156
S -0.0865 5.5973 -3.6871
O -0.8229 5.7436 -4.9005
O 0.8999 6.5276 -3.1756
O -0.9830 5.2370 -2.5056
H -0.9763 3.6888 -1.2384
H -1.5621 3.2261 -2.8731
H 0.5970 2.3677 -3.2221
H 1.3319 3.4376 -2.0971
C -0.1717 -2.6778 2.6813
C -0.9117 -2.2937 3.9439
O -0.3542 -3.1733 4.9755
S -0.2045 -4.5803 4.3355
O -1.4964 -5.2124 4.4606
O 0.9203 -5.2791 4.8166
O 0.0186 -4.0726 2.8390
H 0.8550 -2.2673 2.5981
H -0.7203 -2.3811 1.7597
H -1.8987 -2.6953 3.8567
H -0.8610 -1.2842 4.3984
C -3.8351 -2.0825 -5.1503
C -2.8315 -1.5992 -4.0148
O -3.6145 -0.5901 -3.4466
S -4.2452 0.2486 -4.6052
O -3.3140 1.0446 -5.3730
O -5.4293 0.8134 -3.9707
O -4.6817 -1.0006 -5.4832
H -4.5351 -2.8480 -4.8101
H -3.2649 -2.3312 -5.9932
H -1.9017 -1.1838 -4.4124
H -2.6858 -2.2649 -3.1862
C 2.5540 -2.4583 -5.6885
C 3.5403 -1.3575 -5.4391
O 3.3959 -0.9763 -4.1090
S 1.9211 -1.3250 -3.6132
O 1.1583 -0.1191 -3.4892
O 2.0830 -2.2878 -2.5649
O 1.4144 -1.9527 -4.8671
H 2.7954 -3.4073 -5.2442
H 2.2046 -2.6152 -6.7429
H 3.2378 -0.5400 -6.0948
H 4.5621 -1.6973 -5.5467
C 5.8635 2.2107 -3.7905
C 5.3697 3.0979 -2.6368
O 5.4136 2.2326 -1.5054
S 4.9132 0.7901 -2.0149
O 3.4664 0.8710 -2.0077
O 5.6696 -0.1950 -1.3097
O 5.3323 0.9168 -3.5262
H 6.9261 2.0996 -3.9410
H 5.3485 2.4915 -4.7204
H 4.3974 3.4867 -2.8085
H 6.0891 3.8917 -2.4583
C 2.9755 -2.6964 5.7598
C 4.4728 -2.4137 5.4361
O 4.5106 -0.9822 5.0930
S 3.0736 -0.4360 4.8494
O 2.7397 -0.6962 3.4749
O 2.9563 0.7997 5.5047
O 2.2609 -1.4287 5.6618
H 2.9450 -3.1193 6.7387
H 2.6140 -3.4106 5.0417
H 4.9206 -2.9001 4.5353
H 5.1627 -2.4811 6.2526
C 0.7311 0.4899 1.2336
C 1.1187 0.1502 -0.2161
O 0.0021 -0.5990 -0.7670
S -1.3603 0.0023 -0.2280
O -2.2723 -1.0747 -0.1379
O -1.6520 1.2237 -0.8540
O -0.7863 0.3936 1.2058
H 0.9038 1.5352 1.5218
H 1.1972 -0.2091 1.9236
H 1.9265 -0.5440 -0.3853
H 1.1885 1.1093 -0.7488
C -0.8017 -4.2856 -1.9749
C 0.4708 -4.8567 -1.3201
O 1.2318 -5.5958 -2.2653
S 0.4442 -5.6170 -3.6314
O -0.3896 -6.8019 -3.4911
O 1.2679 -5.3736 -4.7968
O -0.4338 -4.4097 -3.3926
H -0.9120 -3.2176 -1.7997
H -1.7250 -4.7762 -1.7300
H 0.2338 -5.5615 -0.5536
H 1.1363 -4.0690 -0.9251
C 5.0278 -3.6071 -0.4256
C 4.2956 -4.9815 -0.3981
O 3.4680 -4.9806 0.7842
S 3.2116 -3.5162 1.2877
O 3.2172 -3.4390 2.7141
O 2.2065 -2.8776 0.4734
O 4.5844 -2.9499 0.7657
H 4.7396 -2.9756 -1.2608
H 6.1142 -3.6362 -0.3551
H 5.0367 -5.7924 -0.3037
H 3.6750 -5.1950 -1.2810
```

Calculated values
- charge = 0
- HOMO level (eV) = -10.4
- frontier orbital gap (Ha) = 0.37594

Löwdin population analysis, charges in e, atoms 1 to 6: number 1, C, carries -0.01; number 2, C, carries -0.19; number 3, O, carries 0.03; number 4, C, carries -0.57; number 5, O, carries 0.08; number 6, O, carries 0.00

| no. | E_LUMO (Eh) | maximum force (eV Å⁻¹) |
| --- | --- | --- |
| 1 | -0.0882 | 9.09 |
| 2 | -0.0018 | 1.63 |
| 3 | -0.0080 | 4.20 |